C18H34N4O2PtSb2 | ωB97M-V/def2-TZVPD

```
61
Properties=species:S:1:pos:R:3:lowdin_charge:R:1
Pt 0.146 0.395 0.417 0.620
C 3.676 -1.444 1.613 -0.269
Sb 2.445 -0.814 0.016 1.345
C 2.441 -2.431 -1.343 -0.272
C 3.605 0.720 -0.935 -0.285
C 4.339 1.549 0.075 -0.297
C 5.600 1.100 0.481 -0.058
C 6.351 1.783 1.418 -0.054
C 5.850 2.954 1.969 -0.053
C 4.611 3.418 1.567 -0.054
C 3.837 2.734 0.626 -0.295
C 2.508 3.326 0.261 -0.294
Sb 0.947 2.588 1.538 1.251
C 1.855 2.639 3.442 -0.274
C -0.437 4.187 1.625 -0.289
H 3.869 -0.602 2.274 0.012
H 4.620 -1.809 1.210 0.028
H 3.184 -2.243 2.164 0.017
H 3.475 -2.741 -1.493 0.025
H 2.004 -2.102 -2.284 0.021
H 1.864 -3.262 -0.946 0.017
H 2.933 1.281 -1.583 0.061
H 4.312 0.196 -1.579 0.079
H 6.007 0.201 0.030 0.120
H 7.327 1.416 1.702 0.116
H 6.430 3.513 2.691 0.116
H 4.238 4.351 1.973 0.119
H 2.204 3.128 -0.766 0.058
H 2.529 4.408 0.394 0.077
H 2.187 3.656 3.641 0.028
H 2.712 1.968 3.455 0.011
H 1.136 2.333 4.198 0.018
H 0.109 5.092 1.887 0.024
H -1.191 3.986 2.383 0.015
H -0.916 4.317 0.657 0.015
N -1.298 -1.059 1.180 -0.067
C -2.400 -1.185 0.185 -0.272
C -3.231 -2.448 0.457 -0.137
C -4.680 -2.454 -0.057 -0.148
C -4.879 -3.138 -1.417 -0.149
N -6.024 -2.614 -2.160 0.090
C -5.962 -1.853 -3.252 -0.423
N -4.818 -1.323 -3.653 0.231
N -7.090 -1.606 -3.931 0.203
C -1.784 -1.098 -1.226 -0.591
O -2.471 -1.421 -2.189 0.027
O -0.583 -0.667 -1.306 -0.197
H -0.815 -1.951 1.252 0.106
H -1.658 -0.852 2.106 0.111
H -3.028 -0.296 0.294 0.157
H -3.264 -2.559 1.544 0.119
H -2.700 -3.329 0.084 0.136
H -5.087 -1.440 -0.077 0.121
H -5.280 -2.997 0.676 0.117
H -5.062 -4.203 -1.272 0.136
H -3.993 -3.056 -2.035 0.103
H -6.942 -2.904 -1.863 0.162
H -3.969 -1.360 -3.086 0.068
H -4.783 -0.808 -4.516 0.137
H -7.926 -2.138 -3.758 0.130
H -7.079 -1.034 -4.757 0.130
```

As for the frontier orbital gap (alpha / beta): 8.13 / 6.30 eV. Its charge is +2. As for the spin multiplicity: 3. The energy relative to the best compared isomer or geometry (same formula, charge and spin) is 0.00 kcal/mol.